(1)
DFT (ωB97M-V with the def2-TZVPD basis set) results for 3 unconnected molecules or ions with the total composition C21H34BF3N2O6P at a distorted geometry.

The total charge is -1. The value obtained for the calculated total energy is -55704.3144 eV. The frontier orbital gap is 6.24 eV. The largest force on an atom is 4.83 eV/Å. The LUMO energy comes out at 2.402 eV. For the HOMO energy, the calculation gives -0.141 Ha.

Geometry (Å):
C 2.066 1.153 1.558
C 2.531 2.595 0.863
B 2.634 2.407 -0.768
O 3.965 2.243 -1.394
P 1.095 2.378 -1.971
C 1.741 1.023 -3.150
C 1.828 -0.483 -2.496
O 0.562 -1.271 -2.646
C 0.132 -1.827 -1.354
C 0.574 -3.385 -1.086
F -0.186 -3.944 0.094
F 2.035 -3.589 -0.891
F 0.188 -4.287 -2.236
O 0.683 3.874 -1.142
C -0.556 3.863 -0.345
C -0.992 2.249 -0.388
O -2.277 2.350 -1.142
C -3.025 1.084 -1.088
C -4.579 1.317 -0.613
C -5.572 0.251 -1.413
O -4.703 1.097 0.857
O 0.073 1.368 -0.969
H 1.922 0.397 0.653
H 2.812 0.772 2.376
H 1.011 1.259 2.071
H 3.553 3.004 1.319
H 1.709 3.377 1.211
H 4.102 1.239 -1.494
H 1.709 3.287 -2.948
H -0.137 2.566 -2.743
H 2.770 1.372 -3.636
H 0.983 0.944 -4.069
H 2.624 -1.078 -3.157
H 2.255 -0.512 -1.398
H -1.061 -1.824 -1.375
H 0.426 -1.176 -0.416
H -1.301 4.593 -0.875
H -0.217 4.312 0.684
H -1.210 2.055 0.764
H -3.071 0.679 -2.205
H -2.483 0.351 -0.353
H -4.946 2.426 -0.811
H -5.217 -0.849 -1.165
H -6.709 0.365 -1.087
H -5.473 0.410 -2.588
H -5.265 0.263 1.023
N 2.828 3.666 4.212
C 2.889 2.904 5.326
C 4.035 2.745 6.089
C 5.191 3.403 5.685
C 5.160 4.194 4.541
C 3.966 4.295 3.846
H 1.962 2.408 5.599
H 4.026 2.122 6.977
H 6.109 3.301 6.257
H 6.045 4.719 4.199
H 3.890 4.902 2.949
N -2.804 -7.222 -2.838
C -2.177 -6.240 -2.153
C -2.320 -6.040 -0.789
C -3.160 -6.894 -0.083
C -3.821 -7.913 -0.761
C -3.612 -8.036 -2.125
H -1.535 -5.598 -2.749
H -1.789 -5.237 -0.290
H -3.298 -6.767 0.987
H -4.483 -8.595 -0.239
H -4.103 -8.818 -2.698

Atom charges from the natural (NBO) analysis, given in e for atoms 1 to 8: atom 1 (C): -0.615, atom 2 (C): -0.840, atom 3 (B): 0.863, atom 4 (O): -1.002, atom 5 (P): 1.057, atom 6 (C): -0.762, atom 7 (C): -0.091, atom 8 (O): -0.536

(2)
DFT (ωB97M-V with the def2-TZVPD basis set) results for 2 unconnected molecules or ions with the total composition C27H37BO2S2 at a distorted geometry.

The value obtained for the calculated total energy is -55039.9253 eV. The frontier orbital gap is 3.06 eV. The largest force on an atom is 3.86 eV/Å. The LUMO energy comes out at -3.043 eV. For the HOMO energy, the calculation gives -0.224 Ha.

Geometry (Å):
C -1.619 1.013 -3.122
C -0.439 1.372 -2.314
C 0.892 1.402 -2.781
C 1.831 2.384 -2.255
C 1.441 3.393 -1.210
C 3.138 2.427 -2.732
C 3.623 1.441 -3.603
C 5.021 1.352 -4.115
C 2.752 0.454 -4.054
C 1.406 0.444 -3.746
C 0.618 -0.666 -4.381
H -2.118 1.888 -3.583
H -1.395 0.353 -3.966
H -2.334 0.489 -2.476
H -0.668 1.900 -1.386
H 2.303 3.676 -0.588
H 1.054 4.337 -1.626
H 0.682 3.010 -0.527
H 3.823 3.189 -2.352
H 5.266 0.288 -4.217
H 5.162 1.790 -5.116
H 5.723 1.830 -3.431
H 3.148 -0.366 -4.662
H 1.314 -1.229 -5.023
H 0.219 -1.369 -3.637
H -0.181 -0.300 -5.040
C -2.490 -2.640 6.175
C -2.470 -2.122 4.791
C -3.156 -2.634 3.708
C -2.803 -2.020 2.454
C -1.834 -1.049 2.602
B -0.811 -0.392 1.433
C -1.691 0.942 1.133
C -3.011 0.976 0.756
C -3.600 2.268 0.904
C -2.705 3.235 1.321
C -3.066 4.619 1.693
S -1.115 2.560 1.466
O 0.517 -0.237 1.955
C 1.157 -1.478 1.646
C 2.635 -1.211 1.383
C 1.003 -2.466 2.785
C 0.382 -1.987 0.337
C 0.990 -1.441 -0.953
C 0.259 -3.503 0.242
O -0.917 -1.413 0.455
S -1.505 -0.764 4.285
H -3.225 -3.444 6.258
H -1.513 -3.056 6.438
H -2.737 -1.853 6.891
H -3.857 -3.457 3.795
H -3.275 -2.291 1.516
H -3.583 0.115 0.446
H -4.649 2.502 0.747
H -4.084 4.816 1.346
H -3.065 4.738 2.782
H -2.388 5.352 1.247
H 3.054 -2.108 0.910
H 2.771 -0.339 0.729
H 3.175 -1.023 2.321
H 1.484 -3.422 2.539
H 1.475 -2.068 3.690
H -0.055 -2.637 3.003
H 1.960 -1.905 -1.196
H 0.296 -1.647 -1.771
H 1.103 -0.348 -0.917
H 1.255 -3.968 0.251
H -0.345 -3.936 1.049
H -0.226 -3.764 -0.704

Atom charges from the natural (NBO) analysis, given in e for atoms 1 to 8: atom 1 (C): -0.729, atom 2 (C): 0.232, atom 3 (C): -0.141, atom 4 (C): 0.160, atom 5 (C): -0.681, atom 6 (C): -0.265, atom 7 (C): 0.149, atom 8 (C): -0.652

Which of these has the lowest calculated total energy? C21H34BF3N2O6P

Among the records above, which one has the highest frontier orbital gap? C21H34BF3N2O6P